C11H32NO12P | ωB97M-V/def2-TZVPD

The geometry in XYZ format:
```
57
Properties=species:S:1:pos:R:3
C -1.49 -2.57 -1.01
C -0.29 -2.06 -0.07
O 0.90 -1.61 -0.78
C 1.06 -2.26 -2.05
O 2.43 -1.99 -2.47
C 2.49 -1.87 -3.91
O 2.42 -2.97 -4.53
N 2.68 -0.58 -4.56
O 2.03 -0.44 -5.73
C 0.60 -0.65 -5.65
C -0.26 0.39 -6.58
C -0.97 1.53 -5.69
O -1.33 -0.37 -7.22
P 2.60 0.81 -3.49
O 3.15 2.01 -4.28
O 1.04 1.25 -2.97
O 3.57 0.69 -2.09
H -1.26 -3.61 -1.45
H -2.47 -2.60 -0.40
H -1.69 -1.80 -1.84
H -0.69 -1.14 0.50
H -0.09 -2.86 0.72
H 0.38 -1.84 -2.88
H 0.93 -3.41 -2.01
H 0.36 -1.71 -6.05
H 0.14 -0.58 -4.61
H 0.50 0.82 -7.33
H -1.97 1.82 -6.17
H -0.32 2.48 -5.66
H -1.21 1.15 -4.64
H -1.90 -0.65 -6.47
H 0.61 0.54 -2.45
H 3.05 1.19 -1.41
C -1.77 -1.41 3.49
O -0.79 -0.72 2.73
H -2.20 -2.21 2.87
H -1.30 -1.85 4.37
H -2.56 -0.72 3.79
H -0.43 -0.02 3.30
C -1.27 1.55 6.29
O -2.21 0.49 6.20
H -1.04 1.90 5.28
H -1.70 2.37 6.87
H -0.36 1.19 6.76
H -2.40 0.20 7.10
C -1.43 4.93 4.04
O -0.39 4.38 4.84
H -1.96 4.12 3.54
H -2.13 5.48 4.68
H -1.01 5.60 3.29
H 0.06 5.12 5.27
C 1.40 -1.48 5.23
O 1.94 -0.22 4.85
H 0.41 -1.32 5.65
H 1.32 -2.12 4.35
H 2.04 -1.94 5.98
H 2.81 -0.38 4.48
```

Its LUMO energy is 0.1 eV. For the maximum force, the calculation gives 7.093 eV/Å. The total energy is -47269.704 eV. As for the SMILES: CCOCOC(=O)N(OC[C@H](C)O)P(=O)(O)O.CO.CO.CO.CO. The gap between HOMO and LUMO is 10.40 eV.

These are the Löwdin partial charges, in e, on atoms 1 to 8: -0.100 -0.234 -0.129 -0.217 -0.033 -0.389 0.108 -0.107